136
Properties=species:S:1:pos:R:3:forces:R:3 method="wB97M-V/def2-TZVPD" charge=0 e_above_lowest_kcal_mol=33.2 smiles="O=[N+]([O-])c1ccccc1.O=[N+]([O-])c1ccccc1.O=[N+]([O-])c1ccccc1.O=[N+]([O-])c1ccccc1.CC(C)=O.CC(C)=O.CC(C)=O.CC(C)=O.CC(C)=O.CC(C)=O.CC(C)=O.CC(C)=O" orbital_gap_ev=8.687 e_homo_ev=-9.347
O -8.41759 -5.06682 2.02290 2.529 2.124 -1.024
O -4.90133 8.20570 4.75060 -1.032 -0.475 -0.187
O 3.23343 4.63588 5.26022 -0.184 0.398 0.442
O 2.08078 -7.66115 -4.22502 0.648 -0.129 0.918
O 1.59485 -5.62175 3.97092 0.148 -1.621 0.115
O 2.94482 -6.03998 -3.06840 -0.295 -1.457 -0.394
O 8.09299 -1.82297 -0.11090 0.982 0.216 0.000
O 8.85287 0.18452 0.18326 0.638 -1.709 -0.187
O 2.85427 -7.05838 4.99157 -1.265 -0.238 -1.003
O -4.43689 -1.96724 -7.14257 1.911 -0.571 2.064
O -5.57029 4.92412 -4.46970 -0.970 -0.214 -0.750
O -6.00469 4.79315 -6.58584 0.045 -0.194 0.023
O 3.51774 8.03231 -4.41725 -2.252 -1.751 1.782
O -1.74370 0.39687 -0.14851 -1.512 -0.365 -0.498
O -8.66559 1.93659 6.14803 -0.033 0.214 0.785
O 5.17419 1.69691 -6.51610 0.995 0.374 -0.069
N 9.01121 -1.01767 -0.08174 -0.385 1.298 -0.171
N 1.89893 -6.78591 4.25958 0.569 1.478 0.230
N 2.83136 -7.23722 -3.35740 -0.164 0.909 -0.177
N -6.33112 4.74390 -5.42075 -0.174 0.076 0.492
C -7.61028 -4.21905 1.56246 -3.337 -2.328 1.013
C 3.49465 -9.53197 -2.45249 1.109 -1.346 -1.162
C -3.70898 -2.38108 -6.20563 -4.744 -0.421 -2.589
C -9.68222 4.93789 -3.75236 1.198 0.270 -0.409
C 2.35177 3.20626 6.94570 -0.289 1.528 -0.203
C -8.57857 3.75997 -6.02157 0.983 -0.317 -0.546
C 2.92524 7.39592 -3.52262 2.535 1.927 -0.465
C 10.51853 -2.54076 -1.31115 0.016 0.232 -0.297
C 11.77329 -2.90425 -1.80963 0.184 0.147 -0.247
C -10.41172 4.15940 -4.64890 -1.685 1.525 1.120
C 4.54543 -10.31302 -1.93290 -0.544 0.124 -0.101
C 3.78336 6.65810 -2.46617 -0.016 -0.714 0.413
C 4.78513 -7.56437 -1.95787 2.235 -0.875 0.952
C 5.79934 -8.36154 -1.29714 -2.085 0.669 -1.496
C 12.92003 -2.15454 -1.53319 -0.740 0.437 1.730
C 12.79419 -1.07409 -0.62048 -1.314 -0.166 -0.098
C 1.42370 7.51324 -3.17727 0.731 -0.106 0.064
C -9.15748 4.27137 6.43749 -0.100 0.173 0.382
C -3.60175 10.01529 3.96624 0.498 0.002 -0.597
C -8.34618 5.18092 -4.02589 0.754 -1.408 -1.000
C 11.55293 -0.68666 -0.08625 -0.417 -1.254 -1.589
C 1.31141 -9.16526 4.10272 0.571 -0.719 -0.247
C -1.08059 -8.58020 2.74728 2.835 -0.385 -0.748
C -9.93806 3.62630 -5.81287 0.303 0.172 0.751
C 3.73967 -8.18036 -2.62200 -0.393 0.627 0.965
C 7.27770 1.86122 -5.26028 -1.630 -0.406 -1.130
C -6.31385 -3.86611 2.27849 -0.245 0.227 -0.449
C -8.02995 -3.45192 0.26972 1.181 -0.797 1.552
C -8.31586 2.98624 6.64269 -0.995 1.316 -2.272
C -2.76810 8.33307 5.74558 -0.317 1.034 -1.558
C 5.88489 1.23190 -5.64927 -0.383 0.735 0.312
C -1.20135 2.55182 0.72706 0.425 -0.910 0.401
C -7.79381 4.50307 -5.14264 -0.316 0.777 0.687
C -0.69132 -9.89855 3.05739 -1.217 0.224 -0.031
C -2.38450 -1.89292 -6.01282 2.272 1.369 0.668
C -6.94610 3.19572 7.15064 0.504 0.429 0.995
C 5.28865 0.08650 -4.87596 -0.080 -0.035 0.282
C -4.29263 -3.52924 -5.37635 -0.161 0.493 -0.500
C 4.45287 4.77320 7.29102 -0.219 0.878 -0.393
C 0.50591 0.59564 0.32645 0.373 0.301 -0.815
C -0.88976 1.13063 0.25052 0.358 -0.021 0.119
C -3.86550 8.79945 4.83078 -0.015 0.643 0.303
C 3.31491 4.31633 6.42602 0.427 -2.231 -0.913
C 1.03411 -7.87620 3.72001 -0.921 0.777 0.107
C 10.39919 -1.46036 -0.49020 0.994 2.010 1.348
C -0.11318 -7.56278 2.95456 -1.305 -0.865 0.802
C 5.66611 -9.74283 -1.39975 0.923 1.221 0.815
C 0.48269 -10.20881 3.69133 0.480 0.627 -0.375
H -7.67716 5.77669 -3.42268 -0.168 0.076 0.132
H -11.47523 4.20264 -4.46592 -0.257 -0.586 -0.007
H -6.24024 2.84475 6.39787 0.108 -0.552 0.530
H 0.79696 0.51244 1.37357 0.517 0.223 -0.199
H -6.96014 2.72648 8.13437 0.769 -0.696 -0.131
H -10.11671 4.27576 6.95514 -0.083 -0.406 -0.095
H 7.33151 2.25186 -4.24411 -0.087 -0.506 0.106
H 0.81965 -11.23482 3.67860 -0.063 -0.070 0.681
H -8.13397 3.24242 -6.85875 0.290 0.262 -0.132
H 13.62847 -0.46283 -0.30946 0.300 -0.175 -0.234
H 2.69857 -10.08490 -2.92887 -0.380 0.456 -0.006
H 4.27650 -0.06193 -5.25229 0.163 -0.100 -0.105
H -5.55461 -3.54220 1.56663 0.017 0.063 0.040
H 4.61296 -11.39087 -1.92464 -0.965 -0.152 -0.245
H 5.31841 4.15198 7.06075 -0.188 -0.600 0.561
H -5.27983 -3.73674 -5.78924 0.244 -0.209 -0.290
H 6.45601 -10.36410 -1.00416 0.024 -0.155 0.012
H 2.46483 2.90569 7.98733 0.133 0.039 -0.164
H 4.81014 5.73229 6.91604 -0.345 0.295 0.215
H -4.50012 10.34207 3.44255 0.065 -0.095 0.178
H 7.38488 2.71300 -5.93191 0.273 -0.159 -0.073
H -2.01699 -2.08787 -5.00533 0.196 -0.126 -0.116
H 4.88589 -6.48976 -1.99643 -0.059 -0.055 0.022
H -0.36755 2.91398 1.32848 -0.018 0.276 -0.150
H -2.86778 9.70168 3.22393 -0.071 -0.266 -0.408
H -8.21977 -4.21359 -0.48655 0.476 0.146 -0.209
H 9.59815 -2.98964 -1.65437 0.117 -0.446 0.105
H 3.65259 7.02828 -1.44934 -0.911 0.140 0.042
H -2.31944 9.27887 6.04934 0.232 -0.442 1.094
H -8.66469 5.18959 6.75707 0.306 -0.221 0.205
H 1.28958 8.49247 -2.71771 0.077 0.306 -0.315
H -6.57085 -3.01306 2.90647 0.079 0.253 0.012
H 1.10429 1.24721 -0.31032 0.602 0.542 0.737
H 1.14822 6.84280 -2.36319 0.060 -0.382 -0.309
H -6.67706 4.22381 7.39306 -0.359 0.159 -0.344
H -3.61006 -4.36539 -5.52817 -0.143 -0.266 0.420
H -10.65871 3.15151 -6.46222 0.461 -0.237 -0.289
H 2.20081 2.36078 6.27451 0.655 0.064 -0.047
H 11.75750 -3.77335 -2.45059 0.463 0.008 -0.165
H -5.88527 -4.61444 2.94513 -0.459 -0.275 -0.252
H 1.42404 3.76406 6.81822 -0.519 -0.176 0.478
H -7.15060 -2.82299 0.13090 -0.527 0.386 -1.064
H 0.74521 7.41403 -4.02457 0.230 0.019 0.003
H 5.84552 -0.84751 -4.95089 0.152 0.087 0.182
H -10.09200 5.43261 -2.88418 -0.453 -0.202 -0.068
H 0.62541 -0.34229 -0.21587 -0.571 -0.297 0.503
H 4.87317 6.63827 -2.46929 0.061 0.638 -1.308
H -2.06935 7.95449 4.99958 0.413 -0.662 0.403
H -1.35700 -10.71421 2.81667 -0.088 -0.052 -0.292
H -2.34266 -0.81849 -6.19158 -0.261 0.112 0.134
H 4.14487 4.83084 8.33501 0.520 -0.198 0.020
H -0.43271 -6.58631 2.62168 0.758 0.288 0.146
H -1.41652 3.22077 -0.10619 -0.024 -0.085 0.077
H 3.55087 5.59331 -2.44994 -0.515 -0.078 0.092
H -9.34184 4.42613 5.37440 -0.111 -0.408 -0.065
H 13.93587 -2.38393 -1.81932 -0.204 -0.361 -0.534
H 8.00810 1.08133 -5.47567 0.322 0.237 0.287
H 2.22315 -9.39397 4.63453 0.048 0.213 0.086
H -2.06412 2.43368 1.38263 -0.153 0.323 -0.177
H -3.06521 10.86320 4.39202 -0.364 -0.047 0.647
H -4.50847 -3.33093 -4.32649 0.748 0.154 0.146
H -3.17970 7.60093 6.44031 0.589 0.299 0.130
H 5.18477 0.39892 -3.83687 0.277 -0.234 0.221
H 6.64344 -7.91581 -0.79196 -0.064 0.169 -0.091
H -8.97946 -2.92674 0.37328 0.291 0.208 0.380
H -1.68060 -2.25529 -6.76203 -0.065 -0.529 0.069
H -1.83760 -8.45580 1.98712 -0.547 0.347 0.522
H 11.55346 0.24471 0.46051 -0.636 -0.235 0.324